Entry 1:
The following is a DFT calculation (ωB97M-V with the def2-TZVPD basis set) of a structure of composition C26H25N6S2V at a distorted geometry.

Each line ends with the Löwdin charge.
Cartesian coordinates (Å):
V (-1.4236, -0.3936, -0.2296)  0.674
C (0.4892, 1.7384, 0.4062)  -0.157
N (-0.2024, 0.5441, 0.8374)  -0.174
C (0.0205, 0.0619, 2.0364)  -0.072
C (-0.6011, -1.1689, 2.2850)  -0.308
C (-0.5711, -2.1653, 3.2733)  -0.023
C (-1.3304, -3.2222, 2.7854)  -0.080
C (-1.8097, -2.8362, 1.5322)  -0.147
N (-1.3757, -1.6097, 1.2292)  -0.124
C (0.2373, 2.8982, 1.3386)  -0.230
C (1.2646, 3.5515, 2.0028)  -0.038
C (0.9766, 4.5947, 2.8676)  -0.072
C (-0.3328, 4.9874, 3.0818)  -0.078
C (-1.3607, 4.3402, 2.4145)  -0.076
C (-1.0767, 3.2964, 1.5532)  -0.052
H (0.1171, 1.9911, -0.5997)  0.125
H (1.5638, 1.5293, 0.3397)  0.130
H (0.6594, 0.5675, 2.7526)  0.144
H (-0.0394, -2.1181, 4.2018)  0.104
H (-1.5046, -4.1679, 3.2604)  0.095
H (-2.4342, -3.3977, 0.8565)  0.107
H (2.2890, 3.2519, 1.8350)  0.113
H (1.7814, 5.0965, 3.3802)  0.107
H (-0.5482, 5.8031, 3.7559)  0.107
H (-2.3811, 4.6651, 2.5600)  0.098
H (-1.8778, 2.7866, 1.0232)  0.057
S (-3.7930, -0.1348, -0.7306)  0.666
C (-4.5270, 0.8309, 0.4046)  -1.081
N (-5.2834, 0.3666, 1.4041)  -0.041
C (-6.0218, 1.3133, 2.2100)  -0.204
C (-5.3686, 2.6731, 1.9888)  -0.380
S (-4.5343, 2.5773, 0.3638)  0.967
H (-5.4625, -0.6234, 1.4938)  0.154
H (-5.9593, 1.0248, 3.2619)  0.132
H (-7.0792, 1.3227, 1.9145)  0.132
H (-4.5922, 2.8805, 2.7259)  0.078
H (-6.0863, 3.4894, 1.9652)  0.086
C (0.2945, -1.9679, -3.5543)  -0.017
C (-0.4591, -1.2711, -2.6286)  -0.104
N (-0.1396, -1.2103, -1.3288)  -0.102
C (0.9814, -1.8273, -0.9306)  -0.028
C (1.8203, -2.5198, -1.7932)  -0.180
C (1.4498, -2.6126, -3.1408)  -0.004
C (3.0540, -3.1215, -1.2893)  -0.019
C (4.2507, -3.0650, -1.8858)  -0.014
C (4.6079, -2.3065, -3.0779)  -0.260
C (5.9242, -2.3180, -3.5497)  0.014
C (6.2096, -1.5089, -4.6393)  -0.109
N (5.2860, -0.7672, -5.2298)  0.091
C (4.0703, -0.8308, -4.7212)  -0.189
N (3.6903, -1.5460, -3.6847)  0.112
H (-0.0179, -2.0065, -4.5870)  0.119
H (-1.3574, -0.7293, -2.9280)  0.113
H (1.2250, -1.7320, 0.1215)  0.132
H (2.0279, -3.1981, -3.8351)  0.126
H (2.9715, -3.6277, -0.3353)  0.122
H (5.0873, -3.5735, -1.4249)  0.114
H (6.6827, -2.9268, -3.0832)  0.113
H (7.2084, -1.4447, -5.0479)  0.114
H (3.3099, -0.2334, -5.2082)  0.116

net charge: +1
2S+1: 2
<S²>: 1.0995
frontier orbital gap (alpha / beta): 6.5 / 5.3 eV
lowest unoccupied orbital energy (alpha / beta): -2.92 / -2.96 eV


Entry 2:
The following is a DFT calculation (ωB97M-V with the def2-TZVPD basis set) of a structure of composition C23H13BrF3N2O2Rh.

Each line ends with the Löwdin charge.
Cartesian coordinates (Å):
Rh (-0.7473, 0.0910, 0.7269)  0.999
F (-1.0007, -4.2890, -2.5671)  0.069
C (-0.2399, -3.4409, -1.8557)  -0.263
C (-0.8511, -2.4346, -1.1011)  -0.056
C (-0.1158, -1.5366, -0.3799)  -0.162
C (1.3900, -1.6183, -0.3756)  -0.320
C (1.9170, -2.7690, -1.1721)  -0.192
F (3.2551, -2.8998, -1.1770)  0.097
C (1.1502, -3.6157, -1.8936)  0.072
C (2.0672, -0.7840, 1.8220)  -0.337
C (3.0948, -0.8914, 2.7681)  0.032
C (3.2562, 0.1204, 3.6795)  -0.044
C (2.4037, 1.2271, 3.6379)  -0.061
C (1.4173, 1.2480, 2.6882)  -0.115
N (1.2338, 0.2516, 1.7970)  0.031
H (-1.9337, -2.3838, -1.1102)  0.109
H (1.5982, -4.4155, -2.4663)  0.138
H (3.7373, -1.7582, 2.7301)  0.129
H (4.0488, 0.0671, 4.4139)  0.114
H (2.5084, 2.0486, 4.3307)  0.107
H (0.7192, 2.0722, 2.6126)  0.111
Br (1.3248, 0.2094, -6.2567)  0.764
C (0.9408, 0.5883, -4.4498)  -0.662
C (-0.0611, 1.4961, -4.1350)  -0.175
N (-0.3715, 1.8085, -2.8828)  0.093
C (0.3000, 1.2122, -1.9101)  -0.113
C (1.3138, 0.2876, -2.1277)  -0.122
C (1.6522, -0.0282, -3.4356)  -0.035
C (2.0574, -0.3513, -0.9931)  -0.286
O (3.1358, 0.0371, -0.6365)  0.175
O (1.9458, -1.8045, 0.9646)  0.051
H (-0.6265, 1.9815, -4.9211)  0.106
H (0.0327, 1.5093, -0.8907)  0.079
H (2.4426, -0.7333, -3.6571)  0.127
F (-5.9984, 2.8878, 2.3213)  0.050
C (-4.8502, 2.2770, 1.9575)  -0.291
C (-4.1733, 2.7396, 0.8469)  -0.023
C (-2.9931, 2.1056, 0.4829)  -0.131
C (-2.4846, 1.0285, 1.2160)  -0.298
C (-3.2178, 0.5907, 2.3252)  -0.138
C (-4.3996, 1.2090, 2.7083)  -0.027
H (-4.5716, 3.5741, 0.2856)  0.116
H (-2.4686, 2.4601, -0.3989)  0.083
H (-2.8680, -0.2526, 2.9126)  0.087
H (-4.9704, 0.8784, 3.5656)  0.115

net charge: 0
2S+1: 5
<S²>: 6.0520
frontier orbital gap (alpha / beta): 7.2 / 7.9 eV
lowest unoccupied orbital energy (alpha / beta): -0.06 / -1.11 eV


Entry 3:
The following is a DFT calculation (ωB97M-V with the def2-TZVPD basis set) of a cluster of 2 separate species, C9H14 in total at a distorted geometry.

Each line ends with the Löwdin charge.
Cartesian coordinates (Å):
C (-3.1571, -1.3324, 0.8117)  -0.043
C (-0.0296, 0.1595, 2.2732)  -0.146
C (-1.1538, -0.5722, 2.0426)  -0.053
C (0.4638, 1.0795, 1.4282)  -0.123
C (-1.8623, -0.4613, 0.7682)  -0.215
C (-0.1086, 1.1797, 0.1706)  -0.083
C (-1.2012, 0.3275, -0.1278)  -0.068
H (0.4069, 0.0642, 3.2563)  0.103
H (-1.7302, -1.4308, 2.6950)  0.151
H (1.2268, 1.8619, 1.6762)  0.122
H (0.3939, 1.7782, -0.5989)  0.096
H (-3.9280, -0.7753, 1.2591)  0.060
H (-2.9924, -2.0843, 1.5884)  0.050
H (-1.4167, 0.5263, -1.1282)  0.081
H (-3.4119, -1.9249, -0.0428)  0.066
C (3.1436, -0.7997, -2.8430)  -0.149
C (2.8271, 0.7617, -3.0648)  -0.143
H (4.1783, -1.1248, -3.0361)  0.054
H (2.9118, -1.0426, -1.8318)  0.033
H (2.5356, -1.4770, -3.5168)  0.068
H (3.6353, 1.2695, -2.4893)  0.060
H (2.7849, 1.1506, -4.0322)  0.018
H (1.8743, 1.1542, -2.5519)  0.062

net charge: 0
frontier orbital gap: 10.0 eV
SMILES string: Cc1ccccc1.CC
lowest unoccupied orbital energy: 0.97 eV


Entry 4:
The following is a DFT calculation (ωB97M-V with the def2-TZVPD basis set) of an isolated molecule of C4H6N2O.

Each line ends with the Löwdin charge.
Cartesian coordinates (Å):
N (-1.1909, 1.7389, 0.1032)  0.091
C (-0.5022, 0.5066, 0.0687)  -0.324
C (0.7103, 0.1300, -0.4573)  -0.301
O (1.5188, 1.0067, -1.1371)  0.034
C (0.8944, -1.2591, -0.2058)  -0.039
C (-0.2181, -1.6821, 0.4849)  -0.137
N (-1.0588, -0.6167, 0.6345)  0.060
H (-1.0478, 2.2325, -0.7705)  0.080
H (-0.8351, 2.3352, 0.8453)  0.082
H (2.4386, 0.7642, -0.9930)  0.100
H (1.7413, -1.8738, -0.4889)  0.100
H (-0.4724, -2.6566, 0.8763)  0.106
H (-1.9782, -0.6258, 1.0396)  0.149

net charge: 0
frontier orbital gap: 8.6 eV
SMILES string: Nc1[nH]ccc1O
lowest unoccupied orbital energy: 0.90 eV


One value per record, in order, for ΔE to the lowest compared entry with this formula, charge and spin: 19.0; 10.7; 195.2; 91.2 kJ/mol.
One value per record, in order, for energy: -3074.42955; -4128.23414; -351.25584; -340.76019 Ha.